*a*
{
  "formula": "C7H8N2S2",
  "method": "ωB97M-V with the def2-TZVPD basis set",
  "elements": ["C", "C", "C", "C", "C", "C", "C", "N", "N", "S", "S", "H", "H", "H", "H", "H", "H", "H", "H"],
  "positions_angstrom": [[-0.3851, 0.3757, -1.2896], [0.4713, 0.7553, -0.2905], [-0.8853, -2.0071, -0.5454], [0.0148, -0.9469, 1.2023], [-1.6857, -2.9680, 1.5153], [-1.2958, -0.8720, -1.3815], [1.7725, 0.7468, 1.7248], [-1.8582, -2.5692, 0.2478], [0.7269, 0.1129, 0.9523], [-2.4529, -4.1712, 2.2921], [-0.2640, -2.0368, 2.4131], [-0.3749, 0.9406, -2.2798], [0.7737, 1.7751, -0.3061], [-2.3970, -0.4152, -1.3482], [-1.0503, -1.0078, -2.5602], [1.4574, 0.9082, 2.7693], [2.6648, 0.2105, 1.8316], [2.0081, 1.5552, 1.1878], [-2.7756, -2.5421, -0.1826]],
  "homo_lumo_gap_ha": [0.25820, 0.25822]
}

***

*b*
{
  "formula": "C7H8N2S2",
  "method": "ωB97M-V with the def2-TZVPD basis set",
  "elements": ["C", "C", "C", "S", "C", "S", "N", "C", "C", "N", "C", "H", "H", "H", "H", "H", "H", "H", "H"],
  "positions_angstrom": [[4.4633, -0.8622, 0.6498], [3.5984, -0.5996, -0.2983], [2.4554, 0.2665, -0.0322], [0.8935, -0.5930, -0.2777], [-0.3194, 0.4976, -0.0828], [-0.0324, 2.1366, -0.0618], [-1.6395, -0.0153, 0.0351], [-2.8328, 0.5888, 0.2789], [-3.7630, -0.4081, 0.2750], [-3.1878, -1.6620, 0.0020], [-1.9076, -1.3602, -0.2162], [4.1745, -0.7098, 1.7900], [5.4734, -1.3646, 0.4107], [4.0189, -0.7399, -1.3870], [2.4333, 1.2154, -0.6620], [2.6006, 0.6959, 1.0479], [-2.8956, 1.6397, 0.2778], [-4.7847, -0.3177, 0.5387], [-1.1721, -2.1130, -0.2890]],
  "homo_lumo_gap_ha": 0.31011,
  "smiles": "C=CCSC(=S)n1ccnc1"
}

***

Which structure wins on stability? *b* wins.

***

*a*
{
  "formula": "C2HO4",
  "method": "ωB97M-V with the def2-TZVPD basis set",
  "elements": ["C", "C", "O", "O", "O", "O", "H"],
  "positions_angstrom": [[-1.2364, -0.2821, 0.3138], [0.4279, -0.2472, 0.1392], [-1.7924, -1.2427, -0.1915], [-1.3670, 0.8224, 0.7781], [0.7918, 0.1215, -1.0128], [1.8923, 0.8110, -1.0061], [1.2839, 0.0172, 0.9793]],
  "charge": -1,
  "homo_lumo_gap_ha": [0.31557, 0.31562]
}

***

*b*
{
  "formula": "C2HO4",
  "method": "ωB97M-V with the def2-TZVPD basis set",
  "elements": ["C", "C", "O", "O", "O", "O", "H"],
  "positions_angstrom": [[2.0573, -0.3108, 0.1376], [0.1555, -0.5839, 0.1463], [2.3399, 0.4630, 1.0114], [2.5664, -0.9224, -0.7622], [-0.5024, -1.7668, -0.1496], [-0.4337, -1.3007, 1.1856], [-0.4144, 0.3247, -0.1134]],
  "charge": -1,
  "homo_lumo_gap_ha": 0.29876
}

***

Which structure wins on stability? *b* wins.

***

*a*
{
  "formula": "CH7N6",
  "method": "ωB97M-V with the def2-TZVPD basis set",
  "elements": ["C", "N", "N", "N", "N", "N", "N", "H", "H", "H", "H", "H", "H", "H"],
  "positions_angstrom": [[-0.0193, -0.4131, 0.7767], [-2.6735, -0.1950, -0.4811], [-1.8748, 0.8892, 0.4645], [-2.2552, -1.2310, -0.5895], [-0.5697, 0.6605, 0.2134], [1.2007, -0.8843, 0.4441], [1.8335, -0.1604, -0.5481], [-0.5264, -0.8864, 1.4623], [-3.5481, 0.1576, -0.8966], [-1.9804, 1.8790, 0.3540], [1.3305, -1.8942, 0.4329], [0.0333, 1.2081, -0.5655], [2.8490, -0.1484, -0.4186], [1.6491, -0.6187, -1.4349]],
  "charge": 1,
  "homo_lumo_gap_ha": 0.36143
}

***

*b*
{
  "formula": "CH7N6",
  "method": "ωB97M-V with the def2-TZVPD basis set",
  "elements": ["C", "N", "N", "N", "N", "N", "N", "H", "H", "H", "H", "H", "H", "H"],
  "positions_angstrom": [[1.8171, -0.7453, -0.0297], [3.3475, -0.2514, 0.0915], [3.2563, 0.9720, 0.0504], [1.1240, 0.3606, -0.1194], [2.0469, 1.4063, -0.0648], [1.4988, -2.0106, -0.0297], [-1.4354, 0.6614, 0.0507], [-0.0529, 0.5175, -0.0866], [1.7829, 2.3765, -0.1425], [0.5473, -2.3284, -0.1218], [2.2373, -2.6917, 0.0530], [-1.8931, -0.2428, 0.1321], [-1.8530, 1.1628, -0.7282], [-1.6288, 1.1868, 0.8980]],
  "charge": 1,
  "homo_lumo_gap_ha": 0.38759
}

***

Which structure wins on stability? *b* wins.

***

*a*
{
  "formula": "C27H37FIN11O2S",
  "method": "ωB97M-V with the def2-TZVPD basis set",
  "elements": ["O", "S", "O", "F", "N", "I", "C", "C", "C", "C", "C", "C", "C", "H", "H", "H", "H", "H", "H", "H", "C", "C", "N", "H", "H", "H", "C", "C", "N", "H", "H", "H", "C", "C", "N", "H", "H", "H", "C", "C", "N", "H", "H", "H", "C", "C", "N", "H", "H", "H", "C", "C", "N", "H", "H", "H", "C", "C", "N", "H", "H", "H", "C", "C", "N", "H", "H", "H", "C", "C", "N", "H", "H", "H", "C", "C", "N", "H", "H", "H"],
  "positions_angstrom": [[4.0201, -1.4518, -0.2108], [2.7110, -1.0239, -0.5841], [2.5783, -0.5363, -1.9125], [1.8469, -2.2935, -0.4442], [2.2096, 0.1328, 0.5341], [3.9536, 1.2410, 0.9428], [1.2354, 1.1044, -0.0646], [-0.0690, 0.4822, -0.4626], [-0.5255, -0.7092, 0.0910], [-1.7379, -1.2813, -0.2774], [-2.5237, -0.6325, -1.2239], [-2.0787, 0.5709, -1.7559], [-0.8687, 1.1379, -1.4007], [1.0405, 1.8391, 0.7136], [1.7087, 1.6122, -0.9006], [0.0825, -1.2060, 0.8334], [-2.0355, -2.2133, 0.1765], [-3.4617, -1.0723, -1.5262], [-2.7179, 1.0717, -2.4650], [-0.5522, 2.0685, -1.8461], [-5.3483, 1.5565, 0.7431], [-4.0159, 2.1477, 0.7010], [-2.9474, 2.5610, 0.6693], [-5.2845, 0.5624, 1.1607], [-6.0048, 2.1671, 1.3603], [-5.7616, 1.4914, -0.2614], [-6.6270, -0.7057, 4.1611], [-6.8370, -0.8272, 2.7261], [-6.9622, -0.9191, 1.5899], [-6.8502, 0.3096, 4.4858], [-7.2758, -1.3993, 4.6935], [-5.5893, -0.9354, 4.3899], [-2.6252, -2.0571, 5.9857], [-3.1899, -1.8837, 4.6527], [-3.6336, -1.7439, 3.6041], [-1.8872, -2.8562, 5.9717], [-2.1443, -1.1342, 6.3037], [-3.4156, -2.3139, 6.6888], [4.4292, 2.2536, -4.2119], [3.4357, 2.7686, -3.2835], [2.6575, 3.1745, -2.5444], [4.5318, 2.9295, -5.0592], [5.3893, 2.1446, -3.6940], [4.1156, 1.2747, -4.5721], [2.8842, -1.5043, 3.7052], [2.1812, -1.0745, 4.9087], [1.6221, -0.7366, 5.8504], [2.6160, -0.8582, 2.8713], [3.9597, -1.4555, 3.8635], [2.6066, -2.5290, 3.4649], [7.0729, -0.3675, -0.8441], [7.0090, 0.7434, -1.7857], [6.9587, 1.6078, -2.5374], [6.3252, -1.1145, -1.1061], [8.0623, -0.8195, -0.8764], [6.8760, -0.0084, 0.1635], [-2.1492, 3.2276, -5.0443], [-2.8772, 1.9647, -4.9957], [-3.4490, 0.9724, -4.9546], [-1.4523, 3.2191, -5.8796], [-2.8482, 4.0517, -5.1703], [-1.5941, 3.3693, -4.1186], [3.8634, 6.6855, -2.3150], [3.2588, 7.9032, -2.8432], [2.7828, 8.8595, -3.2583], [3.7451, 6.6527, -1.2341], [3.3806, 5.8118, -2.7489], [4.9241, 6.6648, -2.5580], [-5.0937, -5.6722, 3.2024], [-5.6478, -5.2972, 4.4983], [-6.0775, -4.9895, 5.5155], [-5.5645, -5.0835, 2.4176], [-4.0221, -5.4850, 3.1924], [-5.2749, -6.7287, 3.0159], [3.4659, -4.0533, -2.8624], [4.5255, -4.5952, -3.7051], [5.3607, -5.0211, -4.3642], [2.8507, -3.3633, -3.4372], [2.8404, -4.8615, -2.4885], [3.9034, -3.5211, -2.0195]],
  "homo_lumo_gap_ha": 0.27695
}

***

*b*
{
  "formula": "C27H37FIN11O2S",
  "method": "ωB97M-V with the def2-TZVPD basis set",
  "elements": ["O", "S", "O", "F", "N", "I", "C", "C", "C", "C", "C", "C", "C", "H", "H", "H", "H", "H", "H", "H", "C", "C", "N", "H", "H", "H", "C", "C", "N", "H", "H", "H", "C", "C", "N", "H", "H", "H", "C", "C", "N", "H", "H", "H", "C", "C", "N", "H", "H", "H", "C", "C", "N", "H", "H", "H", "C", "C", "N", "H", "H", "H", "C", "C", "N", "H", "H", "H", "C", "C", "N", "H", "H", "H", "C", "C", "N", "H", "H", "H"],
  "positions_angstrom": [[4.0682, -1.4829, -0.2436], [2.7368, -1.0899, -0.5758], [2.6115, -0.5934, -1.9028], [1.8977, -2.3960, -0.4532], [2.2617, 0.0849, 0.5537], [4.0208, 1.1925, 0.9080], [1.2984, 1.0717, -0.0330], [-0.0171, 0.4692, -0.4378], [-0.4699, -0.7103, 0.0789], [-1.6612, -1.2873, -0.2831], [-2.4329, -0.6377, -1.2039], [-1.9912, 0.5569, -1.6984], [-0.8080, 1.1274, -1.3476], [1.1110, 1.8077, 0.7526], [1.7852, 1.5794, -0.8668], [0.1524, -1.2199, 0.8068], [-1.9418, -2.2330, 0.1580], [-3.3663, -1.0861, -1.5148], [-2.6337, 1.0645, -2.4034], [-0.5028, 2.0675, -1.7861], [-5.3313, 1.5311, 0.7647], [-3.9763, 2.0843, 0.7496], [-2.9006, 2.4934, 0.7383], [-5.3095, 0.5339, 1.1761], [-5.9795, 2.1578, 1.3746], [-5.7270, 1.4884, -0.2481], [-6.7249, -0.6384, 4.1187], [-6.8803, -0.7419, 2.6704], [-6.9823, -0.8226, 1.5262], [-6.9056, 0.3864, 4.4401], [-7.4348, -1.2967, 4.6171], [-5.7138, -0.9269, 4.3963], [-2.9279, -2.1977, 6.1473], [-3.4169, -1.9977, 4.7831], [-3.7961, -1.8304, 3.7093], [-2.2303, -3.0321, 6.1698], [-2.4199, -1.2989, 6.4911], [-3.7641, -2.4138, 6.8099], [4.3876, 2.2392, -4.2826], [3.4075, 2.7360, -3.3230], [2.6394, 3.1280, -2.5592], [4.4247, 2.8970, -5.1497], [5.3751, 2.1946, -3.8067], [4.1071, 1.2379, -4.6068], [3.0668, -1.5263, 3.7173], [2.4177, -1.0842, 4.9523], [1.9042, -0.7365, 5.9218], [2.7606, -0.8876, 2.8907], [4.1482, -1.4742, 3.8267], [2.7809, -2.5535, 3.4985], [7.3488, -0.0499, -0.9999], [7.1409, 1.0044, -1.9921], [6.9772, 1.8293, -2.7782], [6.6512, -0.8666, -1.1792], [8.3677, -0.4255, -1.0706], [7.1825, 0.3467, -0.0005], [-2.0612, 3.2608, -4.9378], [-2.7778, 1.9854, -4.9046], [-3.3415, 0.9824, -4.8775], [-1.3616, 3.2688, -5.7709], [-2.7689, 4.0784, -5.0578], [-1.5109, 3.3990, -4.0087], [3.8274, 6.6584, -2.3936], [3.1974, 7.8720, -2.9153], [2.7014, 8.8260, -3.3257], [3.7401, 6.6333, -1.3095], [3.3388, 5.7787, -2.8085], [4.8810, 6.6428, -2.6664], [-5.4349, -5.6970, 3.2169], [-6.0371, -5.2919, 4.4875], [-6.5066, -4.9668, 5.4869], [-5.8343, -5.0865, 2.4094], [-4.3558, -5.5655, 3.2623], [-5.6598, -6.7432, 3.0195], [3.5048, -4.1211, -2.8615], [4.5634, -4.6543, -3.7196], [5.3973, -5.0737, -4.3928], [2.8733, -3.4413, -3.4308], [2.8944, -4.9360, -2.4772], [3.9455, -3.5809, -2.0254]],
  "homo_lumo_gap_ha": 0.27846
}

***

Which structure wins on stability? *a* wins.